Record 1
Entry from OMol25: a cluster of 4 separate species, C36H65FN6O9P in total at a distorted geometry (wB97M-V/def2-TZVPD).

Computed properties:
Net charge   +1

Element x y z (Å)
C: -1.165 0.656 4.681
C: -1.254 -0.667 4.769
C: -0.266 -1.508 4.084
O: 0.896 -1.263 4.093
O: -0.738 -2.593 3.404
C: -0.607 -3.809 4.186
C: -0.693 -5.038 3.272
C: -0.194 -4.735 1.864
C: 1.259 -4.248 1.888
C: 1.977 -4.488 0.560
C: 2.924 -3.321 0.219
C: 2.162 -2.145 -0.211
N: 1.866 -1.094 0.547
C: 1.117 -0.256 -0.194
N: 0.670 0.900 0.254
C: 0.985 1.236 1.670
C: 2.397 1.788 1.757
C: 2.841 2.048 3.193
C: 4.031 3.002 3.222
C: 3.770 4.318 2.495
C: -0.080 1.882 -0.512
C: -1.623 1.707 -0.549
C: -2.217 0.791 0.519
C: -3.723 0.591 0.298
N: -4.427 0.221 1.513
C: -4.853 1.031 2.532
C: -5.496 0.228 3.459
C: -5.436 -1.106 2.997
C: -4.768 -1.076 1.781
N: 0.903 -0.772 -1.471
P: -0.017 -0.239 -2.915
N: -1.481 -1.095 -2.634
O: 0.570 -1.107 -4.126
N: 1.598 -1.960 -1.389
F: 1.650 -2.849 -2.393
H: -1.645 1.306 5.393
H: -0.607 1.113 3.877
H: -2.045 -1.114 5.352
H: 0.339 -3.774 4.722
H: -1.435 -3.827 4.893
H: -0.066 -5.799 3.731
H: -1.711 -5.416 3.257
H: -0.822 -3.980 1.399
H: -0.250 -5.663 1.295
H: 1.298 -3.202 2.180
H: 1.758 -4.803 2.682
H: 2.594 -5.379 0.643
H: 1.284 -4.676 -0.257
H: 3.616 -3.640 -0.560
H: 3.535 -3.097 1.086
H: 0.819 0.379 2.316
H: 0.276 2.008 1.953
H: 2.398 2.720 1.192
H: 3.069 1.115 1.230
H: 3.106 1.096 3.646
H: 2.010 2.502 3.733
H: 4.262 3.222 4.263
H: 4.907 2.502 2.807
H: 2.759 4.667 2.712
H: 3.909 4.234 1.423
H: 4.454 5.075 2.870
H: 0.109 2.833 -0.026
H: 0.321 1.997 -1.513
H: -1.954 1.435 -1.551
H: -2.050 2.689 -0.361
H: -2.113 1.287 1.482
H: -1.704 -0.167 0.614
H: -3.875 -0.193 -0.437
H: -4.147 1.538 -0.033
H: -4.704 2.094 2.551
H: -5.968 0.562 4.365
H: -5.845 -1.967 3.491
H: -4.549 -1.912 1.142
H: -2.151 -0.668 -3.268
H: -1.766 -0.899 -1.678
H: 0.352 -2.049 -4.032
O: -9.699 2.128 0.080
C: -9.228 1.133 -0.392
O: -10.007 0.336 -1.149
C: -9.504 -0.774 -1.894
C: -9.400 -2.025 -1.046
C: -7.805 0.715 -0.093
H: -8.558 -0.519 -2.374
H: -10.228 -0.929 -2.692
H: -8.697 -1.896 -0.222
H: -9.069 -2.870 -1.652
H: -10.369 -2.265 -0.611
H: -7.786 0.199 0.867
H: -7.197 1.614 -0.021
H: -7.353 0.079 -0.851
O: 6.098 4.573 -0.118
C: 6.428 3.521 -0.595
O: 5.466 2.712 -1.079
C: 5.726 1.501 -1.809
C: 5.960 0.332 -0.875
C: 7.864 3.052 -0.578
H: 6.546 1.640 -2.513
H: 4.841 1.324 -2.399
H: 6.837 0.483 -0.244
H: 6.102 -0.585 -1.448
H: 5.103 0.206 -0.210
H: 8.076 2.616 0.397
H: 8.504 3.917 -0.723
H: 8.107 2.330 -1.354
O: 4.602 0.073 -4.180
C: 4.050 0.539 -5.142
O: 3.712 1.837 -5.115
C: 3.212 2.547 -6.256
C: 1.716 2.375 -6.417
C: 3.665 -0.312 -6.328
H: 3.762 2.266 -7.154
H: 3.445 3.592 -6.061
H: 1.447 1.333 -6.593
H: 1.354 2.970 -7.255
H: 1.202 2.696 -5.511
H: 2.725 -0.815 -6.105
H: 4.440 -1.060 -6.473
H: 3.563 0.238 -7.260


Record 2
Entry from OMol25: a cluster of 3 separate species, C36H65NO10S3 in total at a distorted geometry (wB97M-V/def2-TZVPD).

Computed properties:
Structure (SMILES)   CC(C)=CCC[C@H](C)CC[C@H](N)OCCO[C@@H](CCCCS(=O)(=O)O)C[C@H](C)OCc1ccccc1.O=S1(=O)CCCC1.O=S1(=O)CCCC1

Element x y z (Å)
C: -2.789 5.119 -6.985
C: -1.289 5.151 -6.789
C: -0.653 6.468 -6.406
C: -0.490 4.025 -6.963
C: -0.365 2.891 -5.968
C: 1.100 2.827 -5.476
C: 1.184 2.600 -3.961
C: 0.674 3.862 -3.204
C: 2.644 2.311 -3.553
C: 2.714 1.263 -2.420
C: 3.084 1.903 -1.080
N: 4.453 2.355 -1.140
O: 2.864 0.873 -0.106
C: 3.103 1.286 1.243
C: 4.181 0.369 1.811
O: 4.172 0.200 3.215
C: 2.969 -0.336 3.752
C: 2.489 -1.611 3.063
C: 1.220 -2.156 3.708
C: 0.766 -3.468 3.037
C: 0.004 -4.289 4.103
S: -1.166 -5.394 3.371
O: -2.374 -4.712 3.037
O: -0.523 -6.149 2.345
O: -1.508 -6.443 4.530
C: 3.261 -0.637 5.233
C: 2.228 0.056 6.148
C: 2.672 1.500 6.348
O: 2.195 -0.728 7.339
C: 1.633 -0.091 8.465
C: 0.234 0.452 8.283
C: -0.168 1.514 9.101
C: -1.443 2.062 9.005
C: -2.342 1.552 8.075
C: -1.971 0.477 7.269
C: -0.691 -0.062 7.382
H: -3.084 4.297 -7.625
H: -3.321 5.084 -6.021
H: -3.094 6.039 -7.490
H: -1.431 7.229 -6.326
H: 0.096 6.757 -7.153
H: -0.189 6.341 -5.431
H: 0.127 3.960 -7.863
H: -1.060 3.069 -5.148
H: -0.599 1.930 -6.441
H: 1.665 3.708 -5.779
H: 1.544 1.945 -5.943
H: 0.514 1.771 -3.736
H: 1.346 4.136 -2.396
H: -0.292 3.618 -2.758
H: 0.526 4.703 -3.879
H: 3.192 1.906 -4.405
H: 3.151 3.219 -3.236
H: 3.489 0.519 -2.610
H: 1.761 0.760 -2.267
H: 2.403 2.728 -0.853
H: 5.098 1.592 -0.990
H: 4.629 3.120 -0.505
H: 2.143 1.215 1.759
H: 3.406 2.334 1.251
H: 4.179 -0.574 1.261
H: 5.145 0.827 1.581
H: 2.177 0.422 3.734
H: 2.201 -1.375 2.033
H: 3.288 -2.354 3.020
H: 0.400 -1.441 3.615
H: 1.361 -2.379 4.768
H: 0.097 -3.277 2.200
H: 1.623 -4.071 2.746
H: -0.537 -3.610 4.764
H: 0.710 -4.840 4.722
H: -1.773 -5.969 5.332
H: 4.235 -0.227 5.501
H: 3.308 -1.706 5.437
H: 1.281 -0.007 5.606
H: 3.011 1.903 5.395
H: 3.416 1.607 7.133
H: 1.805 2.105 6.626
H: 1.576 -0.857 9.242
H: 2.279 0.687 8.879
H: 0.526 1.912 9.832
H: -1.699 2.885 9.658
H: -3.325 1.994 7.983
H: -2.684 0.094 6.554
H: -0.426 -0.896 6.741
O: -6.792 3.351 -9.313
S: -6.252 3.455 -7.982
O: -4.875 3.135 -7.703
C: -6.622 5.086 -7.342
C: -7.986 4.930 -6.677
C: -7.928 3.602 -5.910
C: -7.321 2.554 -6.851
H: -6.614 5.805 -8.157
H: -5.851 5.335 -6.612
H: -8.206 5.769 -6.018
H: -8.768 4.884 -7.438
H: -7.293 3.718 -5.029
H: -8.914 3.293 -5.564
H: -6.727 1.817 -6.317
H: -8.084 2.055 -7.445
O: 2.363 -9.087 -2.289
S: 2.638 -9.274 -0.887
O: 3.964 -9.590 -0.419
C: 2.008 -7.861 0.014
C: 0.566 -8.230 0.343
C: 0.604 -9.698 0.788
C: 1.466 -10.466 -0.223
H: 2.100 -6.970 -0.602
H: 2.606 -7.756 0.919
H: 0.156 -7.580 1.116
H: -0.057 -8.131 -0.549
H: 1.055 -9.765 1.781
H: -0.396 -10.125 0.854
H: 2.018 -11.280 0.240
H: 0.873 -10.845 -1.053


Record 3
Entry from OMol25: a structure of composition C36H66Br3F3NO8S at a distorted geometry (wB97M-V/def2-TZVPD).

Computed properties:
Net charge   +1

Element x y z (Å)
C: 5.270 2.846 -1.172
C: 4.141 2.120 -0.413
C: 3.257 1.228 -1.333
C: 2.067 0.682 -0.463
C: 2.396 -0.723 0.163
C: 0.755 0.658 -1.248
C: 0.670 -0.087 -2.435
C: 1.831 -0.927 -2.958
Br: 2.596 -0.100 -4.583
C: 1.520 -2.440 -3.197
C: 0.808 -3.132 -2.004
C: -0.532 -0.050 -3.178
C: -0.769 -0.754 -4.497
C: -1.607 -2.074 -4.318
O: -1.947 -2.295 -2.948
C: -2.566 -3.487 -2.737
C: -3.343 -3.656 -1.433
O: -2.505 -4.425 -3.503
C: -1.600 0.733 -2.683
C: -2.947 0.852 -3.385
C: -3.281 2.300 -3.849
C: -4.637 2.808 -3.371
F: -4.958 3.963 -4.002
Br: -4.612 3.274 -1.454
C: -5.825 1.787 -3.668
F: -5.543 0.999 -4.715
F: -6.890 2.525 -4.029
Br: -6.469 0.716 -2.158
C: -1.438 1.388 -1.509
N: -0.303 1.355 -0.799
C: -0.312 2.125 0.466
C: -1.626 1.953 1.283
C: -1.891 0.452 1.608
S: -1.882 0.278 3.440
H: 5.653 2.242 -2.003
H: 4.972 3.853 -1.490
H: 6.101 3.003 -0.468
H: 3.497 2.810 0.152
H: 4.610 1.460 0.337
H: 2.912 1.858 -2.163
H: 3.920 0.417 -1.658
H: 2.042 1.365 0.387
H: 3.449 -0.990 0.030
H: 1.772 -1.450 -0.372
H: 2.078 -0.783 1.210
H: 2.674 -0.953 -2.273
H: 2.517 -2.902 -3.266
H: 1.054 -2.622 -4.168
H: 0.091 -2.504 -1.469
H: 1.570 -3.580 -1.356
H: 0.245 -3.983 -2.419
H: -1.375 -0.108 -5.139
H: 0.138 -1.028 -5.032
H: -2.514 -2.014 -4.934
H: -1.015 -2.908 -4.714
H: -3.066 -4.632 -1.016
H: -3.097 -2.879 -0.700
H: -4.419 -3.711 -1.637
H: -3.692 0.573 -2.622
H: -3.073 0.144 -4.202
H: -2.502 3.035 -3.615
H: -3.351 2.285 -4.949
H: -2.291 1.978 -1.177
H: -0.258 3.188 0.191
H: 0.484 1.871 1.163
H: -1.427 2.474 2.229
H: -2.479 2.459 0.819
H: -1.099 -0.174 1.177
H: -2.871 0.161 1.218
H: -2.909 -0.539 3.763
C: 2.796 4.332 2.722
O: 3.929 4.930 2.123
C: 3.787 6.340 1.981
C: 4.559 7.087 3.049
O: 4.000 6.873 4.337
C: 4.736 5.940 5.110
H: 3.052 3.306 2.989
H: 2.488 4.862 3.626
H: 1.962 4.312 2.006
H: 2.732 6.629 1.994
H: 4.197 6.606 1.002
H: 4.491 8.159 2.843
H: 5.616 6.808 3.030
H: 5.674 6.390 5.451
H: 4.952 5.028 4.548
H: 4.138 5.680 5.983
C: -2.636 0.441 7.667
O: -1.487 1.038 7.089
C: -1.571 2.455 7.042
C: -0.752 3.099 8.142
O: -1.297 2.826 9.423
C: -0.590 1.815 10.121
H: -2.410 -0.607 7.859
H: -2.908 0.919 8.611
H: -3.481 0.497 6.971
H: -2.613 2.786 7.092
H: -1.165 2.768 6.074
H: -0.778 4.185 8.008
H: 0.293 2.778 8.085
H: 0.372 2.202 10.472
H: -0.423 0.933 9.498
H: -1.185 1.525 10.986
C: -0.892 -9.637 -5.320
O: -1.026 -8.226 -5.387
C: -1.722 -7.684 -4.273
C: -0.767 -7.056 -3.278
O: 0.051 -8.035 -2.651
C: 1.362 -8.079 -3.185
H: -0.180 -9.942 -6.085
H: -0.522 -9.962 -4.345
H: -1.855 -10.117 -5.525
H: -2.340 -8.445 -3.788
H: -2.386 -6.905 -4.657
H: -1.352 -6.576 -2.488
H: -0.157 -6.286 -3.761
H: 1.934 -7.203 -2.856
H: 1.354 -8.119 -4.277
H: 1.851 -8.975 -2.806


Record 4
Entry from OMol25: a structure of composition C36H66ClN12 at a distorted geometry (wB97M-V/def2-TZVPD).

Computed properties:
Net charge   +5
Energy relative to the best compared isomer or geometry (same formula, charge and spin)   3210.4 kJ/mol

Element x y z (Å)
C: -0.074 2.266 0.677
C: -1.122 2.998 1.438
N: -1.098 2.704 2.867
C: -2.175 2.741 3.736
C: -1.765 2.116 4.929
N: -0.403 1.837 4.869
C: 0.001 2.138 3.588
C: 0.288 1.115 5.917
H: -0.071 1.200 0.905
H: 0.912 2.687 0.874
H: -0.234 2.450 -0.386
H: -2.088 2.635 1.085
H: -1.170 4.044 1.135
H: -3.110 3.140 3.371
H: -2.394 2.035 5.803
H: 1.004 1.996 3.215
H: 1.285 0.759 5.656
H: -0.287 0.234 6.204
H: 0.544 1.742 6.771
C: 2.071 2.446 -1.786
C: 2.123 0.970 -2.276
N: 0.937 0.552 -2.965
C: 0.951 -0.326 -3.993
C: -0.370 -0.437 -4.501
N: -1.200 0.336 -3.642
C: -0.394 0.956 -2.776
C: -2.670 0.385 -3.644
H: 1.299 2.606 -1.033
H: 1.706 3.159 -2.526
H: 2.965 2.878 -1.337
H: 2.236 0.250 -1.466
H: 2.956 0.951 -2.979
H: 1.882 -0.596 -4.469
H: -0.809 -0.986 -5.321
H: -0.675 1.638 -1.987
H: -3.055 1.327 -3.253
H: -3.044 -0.468 -3.078
H: -2.940 0.273 -4.694
C: -2.552 3.137 -0.641
C: -3.746 2.235 -0.167
N: -3.523 0.801 -0.511
C: -4.502 -0.068 -0.902
C: -3.834 -1.259 -1.155
N: -2.487 -1.157 -0.900
C: -2.324 0.171 -0.452
C: -1.366 -2.126 -1.071
H: -2.686 4.127 -0.206
H: -2.491 3.206 -1.727
H: -1.556 2.907 -0.261
H: -4.783 2.476 -0.402
H: -3.694 2.396 0.910
H: -5.548 0.129 -1.087
H: -4.226 -2.168 -1.587
H: -1.411 0.666 -0.158
H: -0.592 -1.732 -1.730
H: -1.774 -2.899 -1.722
H: -1.016 -2.497 -0.108
C: 0.704 -1.925 -1.460
C: 1.877 -2.590 -2.222
N: 1.373 -3.504 -3.149
C: 0.969 -4.751 -2.902
C: 0.382 -5.259 -4.029
N: 0.489 -4.256 -5.028
C: 1.058 -3.142 -4.461
C: -0.065 -4.363 -6.274
H: 1.122 -1.262 -0.702
H: 0.076 -2.559 -0.835
H: 0.030 -1.434 -2.162
H: 2.629 -3.125 -1.642
H: 2.388 -1.772 -2.732
H: 1.110 -5.152 -1.909
H: -0.144 -6.174 -4.255
H: 1.088 -2.170 -4.931
H: -0.110 -3.416 -6.812
H: -1.084 -4.750 -6.267
H: 0.625 -4.920 -6.908
C: 6.154 3.554 0.250
C: 6.229 1.995 0.328
N: 4.839 1.472 0.437
C: 4.068 0.881 -0.515
C: 2.869 0.371 0.084
N: 2.910 0.803 1.366
C: 4.036 1.585 1.557
C: 1.877 0.428 2.347
H: 5.526 3.972 1.037
H: 5.542 3.765 -0.627
H: 7.081 4.107 0.101
H: 6.655 1.713 1.291
H: 6.671 1.594 -0.584
H: 4.345 0.822 -1.557
H: 1.967 -0.061 -0.325
H: 4.327 2.064 2.480
H: 0.898 0.554 1.884
H: 1.985 0.907 3.320
H: 2.034 -0.625 2.581
C: -2.571 -1.256 5.902
C: -3.315 -1.321 4.596
N: -2.388 -1.239 3.479
C: -2.015 -0.146 2.790
C: -1.027 -0.463 1.861
N: -0.867 -1.837 1.891
C: -1.733 -2.339 2.875
C: 0.040 -2.618 1.058
H: -1.916 -0.387 5.963
H: -1.952 -2.138 6.067
H: -3.316 -1.110 6.685
H: -4.030 -0.499 4.637
H: -3.893 -2.235 4.459
H: -2.426 0.829 3.009
H: -0.480 0.223 1.232
H: -1.684 -3.308 3.350
H: -0.521 -3.397 0.542
H: 0.825 -3.141 1.603
H: 0.444 -1.996 0.259
Cl: 0.393 -0.092 -0.085


Number 1: electronic energy -77752.4716 eV, HOMO -0.383 Ha, gap between HOMO and LUMO 0.2910 Eh. Number 2: electronic energy -92851.9082 eV, HOMO -0.239 Ha, gap between HOMO and LUMO 0.2392 Eh. Number 3: electronic energy -285377.9041 eV, HOMO -0.390 Ha, gap between HOMO and LUMO 0.2583 Eh. Number 4: electronic energy -68731.0884 eV, HOMO -0.756 Ha, gap between HOMO and LUMO 0.3145 Eh.